Entry from the OMol25 dataset: H4INP2 as an isolated structure in a non-equilibrium geometry (ωB97M-V/def2-TZVPD).

Geometry (Å):
1 N 1.50570 -0.24435 0.48444
2 P -1.76697 1.33902 0.03132
3 P 1.84410 -1.65642 -0.07636
4 I 3.00449 1.26267 0.45803
5 H -0.59392 0.55859 0.02083
6 H -2.32805 0.20087 0.57024
7 H -2.22377 0.67388 -1.12979
8 H 0.55841 -2.13426 -0.35871

The energy above the lowest of the compared OMol25 structures with the same formula, charge and spin comes out at 42.7 kcal per mole. For the total energy, the calculation gives -1037.4345 a.u. As for the net charge: 0.

Partial atomic charges computed with the Löwdin method, in multiples of e: number 1, N, carries -0.97; number 2, P, carries 0.62; number 3, P, carries 0.63; number 4, I, carries 0.53; number 5, H, carries -0.24; number 6, H, carries -0.21; number 7, H, carries -0.19; number 8, H, carries -0.16

=====

Entry from the OMol25 dataset: a 2-piece molecular cluster, H4INSi overall in a non-equilibrium geometry (ωB97M-V/def2-TZVPD).

Geometry (Å):
1 N -0.20522 0.76055 0.11358
2 Si -1.38967 -0.35694 0.13948
3 I 3.28196 -0.04352 0.15268
4 H 1.81063 0.63530 -0.20092
5 H 0.28790 1.09153 -0.68502
6 H -2.42561 -0.91170 -0.73436
7 H -1.35998 -1.17523 1.21456

The energy above the lowest of the compared OMol25 structures with the same formula, charge and spin comes out at 77.7 kcal per mole. For the total energy, the calculation gives -644.2529 a.u. As for the net charge: 0. The structure (SMILES) is N=[SiH2].I.

Partial atomic charges computed with the Löwdin method, in multiples of e: number 1, N, carries -0.28; number 2, Si, carries 0.64; number 3, I, carries 0.35; number 4, H, carries -0.37; number 5, H, carries -0.11; number 6, H, carries -0.11; number 7, H, carries -0.13

=====

Entry from the OMol25 dataset: H4IO2Zn as an isolated structure in a non-equilibrium geometry (ωB97M-V/def2-TZVPD).

Geometry (Å):
1 Zn 14.91985 -1.23764 -20.55013
2 I 16.75255 -1.90107 -19.80733
3 O 16.36869 -3.63843 -21.82670
4 H 16.89374 -3.21829 -22.50791
5 H 16.76194 -3.34441 -21.00504
6 O 16.59189 -3.87021 -17.94933
7 H 17.01495 -3.19898 -18.48477
8 H 15.93033 -4.25439 -18.52464

The energy above the lowest of the compared OMol25 structures with the same formula, charge and spin comes out at 27.2 kcal per mole. For the total energy, the calculation gives -2229.4496 a.u. As for the net charge: +1.

Partial atomic charges computed with the Löwdin method, in multiples of e: number 1, Zn, carries 0.72; number 2, I, carries 1.09; number 3, O, carries -0.20; number 4, H, carries 0.04; number 5, H, carries -0.27; number 6, O, carries -0.14; number 7, H, carries -0.27; number 8, H, carries 0.02

=====

Entry from the OMol25 dataset: a 2-piece molecular cluster, H4N2O2P overall in a non-equilibrium geometry (ωB97M-V/def2-TZVPD).

Geometry (Å):
1 N -2.46405 -0.76425 0.23170
2 N -1.47411 1.60241 -0.74764
3 O 0.09134 -0.26609 0.10865
4 O 2.76898 -0.44070 -0.09174
5 P -1.28276 0.19724 -0.11086
6 H -2.07681 -1.67797 0.22806
7 H 2.55342 -0.51462 -1.01159
8 H 1.78585 -0.43136 0.22967
9 H -2.35874 1.75288 -0.40748

The energy above the lowest of the compared OMol25 structures with the same formula, charge and spin comes out at 59.1 kcal per mole. For the total energy, the calculation gives -603.8264 a.u. As for the net charge: -1.

Partial atomic charges computed with the Löwdin method, in multiples of e: number 1, N, carries -0.26; number 2, N, carries -0.24; number 3, O, carries -0.41; number 4, O, carries -0.15; number 5, P, carries 0.29; number 6, H, carries -0.09; number 7, H, carries -0.01; number 8, H, carries 0.01; number 9, H, carries -0.13

=====

Entry from the OMol25 dataset: an isolated ion of composition H4N2O2P and charge -1 in a non-equilibrium geometry (ωB97M-V/def2-TZVPD).

Geometry (Å):
1 N -0.53356 0.45200 -1.33426
2 N -0.67314 0.43194 0.18595
3 O 0.13924 -1.94113 1.14427
4 O 1.12321 0.39394 2.23439
5 P 0.61895 -0.55775 0.90103
6 H -0.42428 -0.49498 -1.81571
7 H -1.41794 0.80106 -1.67475
8 H -0.39904 1.35520 0.58323
9 H 1.56656 -0.44028 -0.22415

The energy above the lowest of the compared OMol25 structures with the same formula, charge and spin comes out at 80.4 kcal per mole. For the total energy, the calculation gives -603.7924 a.u. As for the net charge: -1. The structure (SMILES) is NN[P@H](=O)[O-].

Partial atomic charges computed with the Löwdin method, in multiples of e: number 1, N, carries -0.13; number 2, N, carries -0.26; number 3, O, carries -0.47; number 4, O, carries -0.62; number 5, P, carries 0.37; number 6, H, carries 0.06; number 7, H, carries 0.01; number 8, H, carries 0.04; number 9, H, carries 0.00

=====

Entry from the OMol25 dataset: a single H4N2O2S molecule in a non-equilibrium geometry (ωB97M-V/def2-TZVPD).

Geometry (Å):
1 N 0.01305 -1.21661 1.28997
2 N -0.86404 0.67911 -0.63412
3 O 1.51777 0.53776 0.47834
4 O -0.27494 0.50197 -1.90518
5 S 0.16828 0.45074 0.90767
6 H -0.84706 -1.65942 1.35675
7 H 0.77141 -1.85222 0.88927
8 H -1.12142 1.76829 -0.43773
9 H 0.63695 0.79038 -1.94498

The energy above the lowest of the compared OMol25 structures with the same formula, charge and spin comes out at 70.6 kcal per mole. For the total energy, the calculation gives -660.4620 a.u. As for the net charge: 0.

Partial atomic charges computed with the Löwdin method, in multiples of e: number 1, N, carries -0.20; number 2, N, carries -0.31; number 3, O, carries -0.49; number 4, O, carries -0.13; number 5, S, carries 0.85; number 6, H, carries 0.00; number 7, H, carries 0.09; number 8, H, carries 0.11; number 9, H, carries 0.07

=====

Entry from the OMol25 dataset: a single H4N2O3Si molecule in a non-equilibrium geometry (ωB97M-V/def2-TZVPD).

Geometry (Å):
1 N 1.07514 0.44183 -1.10395
2 N -1.35516 0.14211 0.36442
3 O -2.18430 0.67346 1.26356
4 O -1.78876 -0.15894 -0.73739
5 O 0.68629 -1.48872 0.91338
6 Si 0.48487 0.00610 0.44629
7 H 0.50193 0.44410 -1.96777
8 H 1.78795 1.08302 -1.23530
9 H 0.21774 -2.01616 0.34566
10 H 0.57429 0.87319 1.71109

The energy above the lowest of the compared OMol25 structures with the same formula, charge and spin comes out at 15.9 kcal per mole. For the total energy, the calculation gives -627.0933 a.u. As for the net charge: 0. The structure (SMILES) is N[Si@H](O)[N+](=O)[O-].

Partial atomic charges computed with the Löwdin method, in multiples of e: number 1, N, carries -0.02; number 2, N, carries -0.38; number 3, O, carries -0.06; number 4, O, carries -0.01; number 5, O, carries -0.08; number 6, Si, carries 0.44; number 7, H, carries 0.07; number 8, H, carries 0.00; number 9, H, carries 0.02; number 10, H, carries 0.04

=====

Entry from the OMol25 dataset: H4N2S2 as an isolated structure in a non-equilibrium geometry (ωB97M-V/def2-TZVPD).

Geometry (Å):
1 N -1.59953 0.01726 -0.02255
2 N 1.50184 -1.04229 -0.06895
3 S -0.01587 -0.97255 0.40537
4 S 2.55312 0.17268 0.14173
5 H -1.86898 0.86891 0.38206
6 H -1.68126 0.09529 -1.08213
7 H 0.27016 -0.15984 1.48156
8 H 3.19601 -0.11894 -1.04250

The energy above the lowest of the compared OMol25 structures with the same formula, charge and spin comes out at 62.1 kcal per mole. For the total energy, the calculation gives -908.1522 a.u. As for the net charge: 0.

Partial atomic charges computed with the Löwdin method, in multiples of e: number 1, N, carries -0.28; number 2, N, carries -0.98; number 3, S, carries 0.82; number 4, S, carries 0.60; number 5, H, carries -0.04; number 6, H, carries 0.03; number 7, H, carries -0.04; number 8, H, carries -0.12

=====

Entry from the OMol25 dataset: a single H4N4O molecule in a non-equilibrium geometry (ωB97M-V/def2-TZVPD).

Geometry (Å):
1 N -1.68795 0.30480 -1.16863
2 N 0.62928 0.35804 1.31602
3 N -0.18388 -0.25520 -0.89947
4 N 0.54171 -0.58349 0.26760
5 O -1.73969 0.64342 -2.28249
6 H 0.19868 0.21053 2.22663
7 H 1.60418 0.59221 1.49883
8 H 0.56306 0.20243 -1.57372
9 H 0.07461 -1.47274 0.61524

The energy above the lowest of the compared OMol25 structures with the same formula, charge and spin comes out at 35.7 kcal per mole. For the total energy, the calculation gives -296.4097 a.u. The spin multiplicity is 3. As for the net charge: 0.

Partial atomic charges computed with the Löwdin method, in multiples of e: number 1, N, carries -0.11; number 2, N, carries -0.02; number 3, N, carries -0.08; number 4, N, carries -0.17; number 5, O, carries -0.05; number 6, H, carries 0.07; number 7, H, carries 0.07; number 8, H, carries 0.15; number 9, H, carries 0.14

=====

Entry from the OMol25 dataset: H4N4O2 as an isolated structure in a non-equilibrium geometry (ωB97M-V/def2-TZVPD).

Geometry (Å):
1 N -0.37341 -0.68183 1.05186
2 N -0.01881 0.03257 2.11159
3 N 0.33522 -0.08541 -1.97925
4 N -0.64952 0.62361 -1.54936
5 O -0.93370 0.49519 -0.20194
6 O 1.07995 -0.77769 -1.36405
7 H 0.54901 0.79687 1.84575
8 H -0.91133 0.35631 2.64272
9 H 0.59161 0.21390 -2.95894
10 H 0.33097 -0.97351 0.40161

The energy above the lowest of the compared OMol25 structures with the same formula, charge and spin comes out at 52.7 kcal per mole. For the total energy, the calculation gives -371.6525 a.u. As for the net charge: 0.

Partial atomic charges computed with the Löwdin method, in multiples of e: number 1, N, carries 0.03; number 2, N, carries 0.02; number 3, N, carries -0.26; number 4, N, carries 0.01; number 5, O, carries -0.20; number 6, O, carries -0.06; number 7, H, carries 0.08; number 8, H, carries 0.15; number 9, H, carries 0.19; number 10, H, carries 0.04